{"formula": "C27H26N2O4S3Zr", "method": "ωB97M-V with the def2-TZVPD basis set", "elements": ["Zr", "S", "S", "S", "O", "O", "O", "O", "N", "N", "C", "C", "C", "C", "C", "C", "C", "C", "C", "C", "C", "C", "C", "C", "C", "C", "C", "C", "C", "C", "C", "C", "C", "C", "C", "C", "C", "H", "H", "H", "H", "H", "H", "H", "H", "H", "H", "H", "H", "H", "H", "H", "H", "H", "H", "H", "H", "H", "H", "H", "H", "H", "H"], "coordinates": [[0.233289, -1.462986, 1.719874], [1.088760, 1.129026, 1.112174], [1.156921, -2.279673, 4.026650], [-1.406780, -3.125221, 2.777983], [0.362181, 1.757668, 0.091573], [-0.021248, -4.566709, 4.583964], [-1.187124, -1.056747, 0.300706], [0.397372, 0.645987, 2.395653], [1.142029, -2.831153, 0.180089], [1.635539, -0.304169, 0.591594], [-1.264395, -5.125164, 5.191362], [1.448115, -2.564461, -2.289856], [1.091866, -3.936311, -2.452512], [-2.251302, -0.359343, -3.580280], [1.855849, -1.695774, -3.333081], [4.599267, 2.953919, 1.863286], [3.678166, 1.910251, 1.646825], [4.217054, 4.226783, 2.185616], [0.756614, -4.109680, -0.031645], [0.883333, -4.679785, -1.316307], [-2.904703, 2.826042, -0.679121], [-1.912874, -0.748510, -0.750222], [-2.822776, 1.386243, 1.364172], [-2.393775, 0.705342, -2.517401], [1.669676, -2.132631, -0.883407], [2.327200, 2.222091, 1.759364], [-3.322777, 4.310573, -2.750161], [1.932268, 3.484610, 2.221632], [-2.667449, 1.618360, -0.113069], [2.327565, -0.409602, -3.074738], [-2.742583, 1.964814, -2.931760], [-2.941429, 3.021804, -2.063541], [2.591402, 0.003571, -1.732849], [-2.403334, 0.503777, -1.072749], [-0.126896, -3.446655, 3.864002], [2.870042, 4.514785, 2.449838], [1.944479, -0.736235, -0.703761], [-3.656559, 2.075069, 1.598675], [1.177552, -4.390260, -3.437942], [5.623085, 2.749018, 1.722056], [5.032185, 4.956349, 2.173659], [-4.338569, 4.162762, -3.143402], [-1.099523, -5.257521, 6.282764], [3.214437, 0.887380, -1.555087], [1.843847, -2.051536, -4.391319], [0.876324, -5.736358, -1.341394], [-3.259512, 0.384661, 1.416210], [-2.625944, -0.009708, -4.554057], [-2.754541, 4.513964, -3.646836], [-2.891619, 3.785219, -0.040093], [-1.999787, -1.623618, -1.432537], [-1.486660, -6.044452, 4.587342], [-2.068489, -4.405203, 5.049611], [-1.226752, -0.726034, -3.751863], [4.039256, 0.876652, 1.495228], [0.889135, 3.681978, 2.554538], [-2.831713, -1.231059, -3.281246], [2.645802, 0.160253, -3.978161], [-2.961410, 2.292833, -3.941506], [-3.170379, 5.159638, -2.095032], [0.515110, -4.704161, 0.866227], [2.542678, 5.457074, 2.865340], [-1.867494, 1.422222, 1.928928]], "forces_ev_per_a": [[-0.0124, 0.2723, 0.8786], [2.1375, -0.5684, 1.8090], [-0.5984, -0.7597, -0.6481], [-0.4977, -0.5280, 0.1421], [-1.3791, 1.1398, -0.8113], [-0.6895, 1.9838, -0.0934], [-1.3587, 0.4749, -0.3545], [-0.3218, -0.8442, -1.7893], [-0.3584, -0.6471, -0.2965], [0.5999, 0.3688, 1.1810], [-0.0860, -0.5947, -0.9273], [1.4858, -0.2328, 1.7301], [0.9669, 0.7764, 0.4777], [0.2054, -0.4146, 0.0774], [-0.3901, 0.3255, -0.5746], [-1.0448, -1.2926, -0.3679], [0.3663, 0.0338, 0.2768], [-0.0775, 0.7782, -0.1517], [1.3803, 0.8060, -0.1150], [-0.2591, 0.1810, 0.6180], [0.7043, 2.9330, 0.8885], [1.6313, -1.3305, 1.3099], [-0.6234, -0.3499, -1.0168], [-1.3484, 0.2967, 0.1890], [-2.4687, 1.3762, -2.6747], [0.5362, 0.1025, -0.4837], [0.0914, -0.2862, 0.5552], [-0.5961, 1.0217, 0.8375], [0.8849, -1.9080, -1.5867], [1.0888, -1.1177, -0.2351], [-0.0663, 0.4787, -0.2836], [-0.1842, 0.1886, -0.4223], [-1.5010, -0.5528, -0.0729], [0.2435, 0.8026, -0.1562], [1.0575, -0.7318, 0.9786], [-0.0762, -1.5219, -0.2292], [1.6506, 0.0452, -0.7134], [0.9377, -0.1666, 0.8821], [-0.3006, -0.0070, 0.1919], [1.0568, -0.2648, -0.0602], [-0.6254, 0.1008, 0.4327], [-0.0666, 0.4741, 0.5485], [0.2424, -0.1925, -1.0249], [-0.8152, -0.0507, 0.1833], [-0.2625, 0.2923, 1.0493], [-0.5228, -0.9614, -0.3179], [0.1833, -0.0158, 0.5660], [0.0820, 0.0071, 0.5150], [0.5250, -0.2623, -0.1494], [-0.5908, -1.7570, -0.7772], [-0.0113, 0.8876, 0.1701], [0.1628, 0.6931, 1.0937], [0.0023, -0.0497, 0.0042], [-0.1644, 0.3309, 0.2520], [-0.3310, 0.7376, -0.3115], [0.7048, -0.2344, -0.7541], [-0.1398, -0.1091, -0.2176], [-0.0806, -0.2003, 1.1710], [0.5256, -0.9341, -0.4192], [-0.6178, 0.2163, 0.0840], [-0.0953, 0.3499, -0.7174], [0.0209, 0.0369, -0.1713], [-0.9123, 0.3739, -0.1682]], "orbital_gap_ev": 7.02, "e_tot_ev": -73363.94626, "e_lumo_ev": -7.01, "molar_mass_g_mol": 629.94, "charge": 2, "homo_ev": -14.03}

{"formula": "C27H26N6O6Pd", "method": "ωB97M-V with the def2-TZVPD basis set", "elements": ["Pd", "O", "O", "O", "O", "O", "O", "N", "N", "N", "N", "N", "N", "C", "C", "C", "C", "C", "C", "C", "C", "C", "C", "C", "C", "C", "C", "C", "C", "C", "C", "C", "C", "C", "C", "C", "C", "C", "C", "C", "H", "H", "H", "H", "H", "H", "H", "H", "H", "H", "H", "H", "H", "H", "H", "H", "H", "H", "H", "H", "H", "H", "H", "H", "H", "H"], "coordinates": [[-0.459293, 1.148624, -0.419031], [1.495401, 2.055903, 6.247981], [-3.465322, -5.301388, -3.918332], [-3.150851, 0.810459, 2.444148], [1.399492, 1.070643, -1.171127], [-2.283623, 1.072567, 0.397491], [1.149636, -0.038779, 5.581244], [1.454702, -1.753222, -5.931029], [0.270678, -1.741020, 0.572176], [-0.943428, 0.360531, -2.198081], [0.826647, -1.717237, 3.405833], [0.531872, -2.422693, -6.488008], [0.036239, 1.880233, 1.391368], [1.316870, -0.970927, -4.804843], [-0.569249, -2.528261, 1.476624], [2.512128, -0.577976, -4.208335], [-1.300993, -4.203026, -3.741825], [1.225614, 2.317257, 1.805675], [1.139022, 1.282894, 5.405446], [1.574812, 2.258387, 3.142084], [-0.300812, -3.489803, -4.381671], [-2.137929, 0.248296, -2.734025], [-2.247879, 1.104735, 1.690389], [2.578368, 0.106688, -2.997320], [-0.390434, -3.187663, -5.741892], [-3.482777, -5.466251, -2.513775], [1.419290, 0.423954, -2.304289], [0.173575, 0.047459, -2.915027], [-1.191298, -0.559074, -4.778902], [-0.621192, 1.426146, 3.619203], [-0.904799, 1.531149, 2.273615], [-2.414219, -4.633878, -4.460447], [-1.474103, -3.702318, -6.463434], [-0.530453, -1.912526, 2.871556], [0.669894, 1.705736, 4.041327], [1.715222, -1.118597, 2.399191], [-2.293304, -0.173197, -4.060586], [0.092198, -0.522502, -4.192994], [-2.478850, -4.401869, -5.833975], [1.655155, -1.793808, 1.035945], [-0.232574, -3.578107, 1.523534], [-2.974992, 0.498742, -2.093832], [-1.303009, -0.860337, -5.808336], [-3.278672, -0.192564, -4.501368], [1.204829, -2.619243, 3.679422], [3.421001, -0.859535, -4.723331], [-1.506929, -3.521655, -7.529591], [2.733928, -1.108679, 2.790558], [-1.394556, 1.065323, 4.283567], [-1.202149, -4.421107, -2.688465], [-4.434778, -5.933292, -2.275981], [-2.668485, -6.115654, -2.180254], [-1.599982, -2.513258, 1.118009], [2.018683, -2.832520, 1.118226], [0.211650, -2.138766, -0.359365], [0.570468, -3.182193, -3.821343], [2.292515, -1.253779, 0.333140], [-1.098585, -2.522721, 3.574450], [1.398057, -0.087398, 2.262435], [3.530808, 0.406188, -2.582307], [1.918505, 2.627993, 1.034715], [-1.016590, -0.938895, 2.827235], [2.562733, 2.555003, 3.463431], [-3.412880, -4.502280, -2.002259], [0.948385, -0.565484, 4.765652], [-3.327005, -4.786009, -6.383362]], "forces_ev_per_a": [[0.0407, 0.1579, -0.1218], [0.0194, 0.0845, 0.0274], [0.0211, 0.0366, -0.0433], [0.0331, 0.0601, 0.0218], [-0.0910, 0.0001, 0.1016], [0.0632, 0.0457, -0.1058], [0.0874, 0.4340, 0.4104], [-1.0223, 1.0931, -2.0024], [0.0169, -0.3529, 0.0715], [0.0023, 0.3267, -0.1424], [-0.0014, -0.0736, -0.1877], [1.7263, -1.2911, 0.7314], [-0.0415, 0.1240, -0.0764], [0.1187, -0.1643, 1.3920], [0.0272, 0.0511, 0.0575], [-0.3107, -0.2429, -0.1974], [-0.0028, -0.1004, -0.0339], [0.0421, -0.0299, 0.0267], [0.0237, -0.1164, 0.1352], [-0.0485, 0.0508, -0.0215], [0.1389, -0.0772, -0.2043], [-0.0086, -0.1582, 0.1712], [-0.0741, -0.1086, 0.0997], [-0.0132, 0.1292, 0.1569], [-0.9227, 0.5858, 0.2390], [0.0142, -0.0335, 0.0259], [0.1111, -0.1425, -0.0711], [0.0220, 0.1136, -0.0681], [-0.1229, 0.0869, 0.0650], [0.0193, 0.0539, 0.0045], [-0.0152, -0.0317, 0.0457], [-0.0230, -0.0139, -0.0127], [0.1061, 0.1525, 0.0498], [-0.0972, 0.0088, -0.0492], [-0.0146, -0.0168, -0.0641], [0.0456, -0.0153, -0.1246], [0.0967, -0.0585, -0.0719], [0.1963, -0.1748, -0.1462], [-0.0294, -0.0689, 0.0647], [-0.0604, 0.0647, 0.0871], [-0.0300, 0.0059, 0.0336], [0.0089, 0.0388, -0.0261], [-0.0129, -0.0680, -0.0326], [-0.0273, -0.0011, -0.0040], [0.0002, 0.0071, 0.0385], [0.0389, -0.0176, 0.0054], [-0.0259, 0.0274, -0.0216], [-0.0055, -0.0149, 0.0073], [0.0097, -0.0628, 0.0120], [0.0111, -0.0176, 0.0100], [0.0253, 0.0057, 0.0008], [-0.0107, 0.0117, 0.0070], [0.0101, -0.0179, -0.0107], [0.0405, 0.0344, -0.0110], [-0.0157, 0.1403, -0.0097], [-0.0152, 0.0598, 0.0726], [-0.0123, -0.0068, 0.0045], [0.0186, -0.0055, -0.0027], [0.0549, -0.0641, -0.0188], [0.0210, 0.0012, 0.0007], [-0.0057, -0.0330, -0.0009], [-0.0180, -0.0829, 0.0122], [0.0282, -0.0091, 0.0090], [-0.0114, -0.0089, 0.0055], [-0.1269, -0.3104, -0.3042], [-0.0229, -0.0001, -0.0168]], "orbital_gap_ev": [6.23, 6.23], "e_tot_ev": -53125.90094, "e_lumo_ev": [-1.02, -1.03], "molar_mass_g_mol": 636.96, "charge": 0, "homo_ev": [-7.25, -7.26]}

{"formula": "C27H27BBrN11OTa", "method": "ωB97M-V with the def2-TZVPD basis set", "elements": ["Ta", "Br", "O", "N", "N", "N", "N", "N", "N", "N", "N", "N", "N", "N", "C", "C", "C", "C", "C", "C", "C", "C", "C", "C", "C", "C", "C", "C", "C", "C", "C", "C", "C", "C", "C", "C", "C", "C", "C", "C", "C", "B", "H", "H", "H", "H", "H", "H", "H", "H", "H", "H", "H", "H", "H", "H", "H", "H", "H", "H", "H", "H", "H", "H", "H", "H", "H", "H", "H"], "coordinates": [[0.784186, -0.233796, 0.104004], [-0.504112, -3.760047, -6.832941], [3.055189, -0.023203, 0.036145], [-2.014911, 1.097021, 1.051771], [-2.971242, 1.346625, 3.776424], [0.937427, 0.150912, -2.436908], [-3.146545, 0.183246, 3.083345], [-1.030196, -1.673522, 0.466889], [5.111963, -0.856244, -0.331191], [-1.175902, 1.060572, -0.016528], [-0.693067, -0.063910, 2.863808], [-2.101198, -1.352227, 1.245030], [1.526218, 2.018297, -0.386631], [0.521361, 0.025007, 2.255476], [-4.008594, 1.460104, 4.575220], [2.467396, 4.533558, -1.126419], [3.822578, -1.012678, -0.227479], [-3.029043, -2.306081, 1.120194], [0.293305, -1.222872, -5.848198], [0.000528, -2.967833, -4.155285], [-2.827073, 2.153319, 0.939101], [0.332141, -2.058798, -3.186136], [-1.476043, 2.122462, -0.788593], [-0.024320, -2.554084, -5.505483], [1.403862, 1.333289, -2.686867], [1.798010, -2.329471, 0.200076], [-2.568770, -3.286846, 0.255873], [-4.291762, -0.437934, 3.499433], [-2.517170, 2.835263, -0.229574], [2.312452, 4.194758, 0.205779], [0.605064, -0.323560, -4.861666], [-1.316091, -2.853534, -0.120400], [0.867361, 0.019597, 4.458817], [2.159623, 3.576979, -2.090637], [1.830430, 2.925148, 0.530984], [3.180301, -2.341475, -0.453098], [1.473380, 0.078313, 3.231984], [-0.502707, -0.071861, 4.179077], [-4.883692, 0.352985, 4.442198], [1.702981, 2.326645, -1.688785], [0.635431, -0.719479, -3.505372], [-2.055434, -0.058458, 2.085704], [3.116014, -2.484196, -1.537077], [-3.975516, -2.265406, 1.627714], [2.274628, 3.801986, -3.143872], [1.337327, 0.043312, 5.427554], [1.230173, -3.185607, -0.159092], [5.722688, -1.641141, -0.513778], [3.796852, -3.153730, -0.062223], [1.918228, -2.500163, 1.277599], [-0.245863, -3.988518, -3.891951], [2.525020, 0.155740, 2.998863], [-4.112778, 2.301434, 5.241118], [-4.632743, -1.393133, 3.143823], [-5.768826, 0.141527, 5.017523], [5.555550, 0.044913, -0.203665], [-1.321794, -0.147280, 4.876029], [0.284054, -0.905884, -6.883568], [-3.568713, 2.382751, 1.684979], [-0.628258, -3.366534, -0.768455], [0.368069, -2.366428, -2.149780], [1.607544, 1.641208, -3.709733], [-2.991094, 3.722055, -0.614265], [-0.961967, 2.314853, -1.715778], [2.823188, 5.514109, -1.415578], [0.799755, 0.693169, -5.173641], [-3.072035, -4.190394, -0.042381], [2.555332, 4.896576, 0.992538], [1.681823, 2.648593, 1.567938]], "forces_ev_per_a": [[-0.4294, 0.3385, 2.0423], [0.3236, 0.7609, 0.8200], [-2.0021, 0.1610, 0.1292], [-0.1835, 0.1536, -0.0885], [0.1089, 0.4881, -0.0763], [-0.0346, -0.0254, 1.3751], [0.3630, -0.4200, -0.2923], [1.7250, 0.9252, -0.3763], [-0.0449, 0.2000, 0.0895], [1.6512, -1.0108, -0.1040], [0.0346, 0.0084, 0.4087], [-0.1699, -0.1311, -0.0818], [-0.3762, -1.1724, 0.2940], [0.6976, -0.1146, -2.8621], [-0.2957, -0.3765, 0.0930], [-0.0021, 0.0268, 0.2678], [0.2195, -0.6543, -0.0661], [-0.0089, -0.0718, -0.0867], [0.1009, 0.3620, -0.0440], [0.0042, -0.1084, 0.3727], [0.0593, 0.0140, -0.0604], [0.0359, 0.0251, 0.0184], [-0.2263, 0.1853, -0.0184], [-0.3635, -0.8818, -0.9101], [0.0841, 0.0689, -0.3058], [-0.5578, 0.9216, -0.6056], [0.1452, 0.0562, -0.1019], [-0.3907, 0.0098, 0.1589], [0.1460, -0.0309, -0.1458], [0.0475, 0.1364, -0.3277], [-0.0283, 0.1415, -0.1214], [-0.3043, -0.3273, 0.0462], [0.2315, 0.0098, -0.2886], [-0.0539, -0.2062, -0.0964], [-0.1446, -0.1648, 0.2404], [-0.0864, 0.1041, 0.0931], [0.2075, 0.0323, 0.5420], [0.0142, -0.0656, -0.0256], [0.3432, 0.0207, 0.1040], [0.1942, 0.3340, -0.0923], [-0.1289, -0.3856, -0.2642], [-0.5363, 0.2836, 0.3576], [0.0216, -0.0250, -0.0001], [0.0815, 0.0703, 0.0506], [0.0162, -0.0190, 0.0011], [-0.0204, -0.0166, 0.0112], [-0.0623, 0.1301, 0.0792], [-0.0107, -0.0651, -0.0047], [0.0684, 0.0118, -0.0723], [-0.2151, 0.2425, 0.0715], [0.0192, -0.0106, -0.0718], [-0.0386, -0.0177, -0.1003], [0.0889, 0.0684, -0.0299], [0.0505, 0.0388, -0.0145], [-0.0638, 0.0340, -0.1170], [-0.0479, 0.0489, 0.0523], [-0.1017, 0.0524, -0.1185], [-0.0451, -0.0431, -0.0047], [0.0090, -0.1184, 0.0819], [-0.0113, 0.0883, 0.0783], [0.0176, 0.0239, -0.0750], [-0.0149, -0.0165, 0.0449], [-0.0305, -0.0214, 0.0029], [0.0033, -0.0346, 0.0435], [0.0078, -0.0019, 0.0016], [-0.0094, -0.0254, 0.0296], [-0.0236, 0.0104, 0.0246], [-0.0418, -0.0208, 0.0371], [-0.0159, -0.0042, -0.0121]], "orbital_gap_ev": [4.35, 2.89], "e_tot_ev": -119109.25447, "s2": 0.7804, "e_lumo_ev": [-13.55, -15.01], "molar_mass_g_mol": 793.25, "charge": 4, "homo_ev": [-17.91, -17.91], "spin_multiplicity": 2}